# C3H8SSi

A cluster of 2 separate species, C3H8SSi in total in a non-equilibrium geometry (ωB97M-V/def2-TZVPD, OMol25).

The net charge is 0. The value obtained for the HOMO-LUMO gap is 8.72 eV. The HOMO energy is -8.382 eV. The calculation puts the energy above the lowest of the compared OMol25 structures with the same formula, charge and spin at 3.9648 eV.

Each line ends with the Mulliken charge.
Cartesian coordinates (Å):
1 C -0.116 1.979 1.249  -0.53
2 C 1.178 -1.181 -1.316  -0.71
3 C 0.880 1.340 2.233  -0.29
4 Si -0.475 -1.459 -0.817  0.34
5 S -0.765 0.779 2.443  -0.15
6 H 0.116 1.780 0.204  0.23
7 H -0.104 3.047 1.583  0.27
8 H 1.983 -1.586 -0.745  0.28
9 H 1.582 -0.374 -1.977  0.27
10 H 1.502 0.524 1.869  0.19
11 H 1.548 1.865 3.022  0.28
12 H -1.184 -2.499 -0.166  -0.08
13 H -1.381 -0.410 -1.117  -0.09